Model 1:
64
Properties=species:S:1:pos:R:3:mulliken_spin:R:1 method="wB97M-V/def2-TZVPD" e_homo_ha="-0.6523 / -0.6676" mol_weight_g_mol=504.1 homo_lumo_gap_ev="9.45 / 4.51" charge=+3 spin_multiplicity=5
Pd -0.5153 0.1618 -0.3231 1.325
C -3.6488 1.1575 -0.8931 -0.009
C -2.9660 1.2354 -2.2640 0.003
N -1.7753 0.3712 -2.3578 0.198
C -2.0461 -0.9778 -2.8850 -0.001
C -2.8466 -1.8274 -1.9143 -0.006
S -2.0223 -1.9118 -0.2882 0.213
C -3.3273 -1.3705 0.8737 0.002
C -3.2575 0.1064 1.2768 -0.003
N -2.6940 0.9527 0.2172 0.231
H -4.3613 0.3365 -0.8808 -0.001
H -4.2247 2.0712 -0.7321 0.005
H -2.6614 2.2552 -2.4653 0.006
H -3.6934 0.9690 -3.0355 0.003
H -1.1017 0.8182 -2.9703 -0.009
H -1.0910 -1.4610 -3.0972 0.001
H -2.6052 -0.9188 -3.8251 0.006
H -2.9090 -2.8465 -2.2946 0.004
H -3.8609 -1.4620 -1.7798 0.002
H -3.2049 -1.9885 1.7624 -0.002
H -4.2772 -1.6477 0.4200 0.002
H -2.6432 0.2288 2.1640 0.003
H -4.2631 0.4441 1.5488 0.005
H -2.4289 1.8463 0.6201 -0.013
C -0.8744 3.9474 -1.3853 -0.008
C 0.4752 3.3228 -1.4068 0.088
C 1.5616 4.0911 -1.9076 0.246
C 2.8553 3.6149 -1.7954 -0.061
C 3.0609 2.3978 -1.1847 0.212
C 1.9381 1.6234 -0.7703 0.058
N 0.6554 2.1092 -0.9210 0.131
N 2.0003 0.4258 -0.2172 0.635
Si 3.3067 -0.5898 0.3215 0.053
C 3.0870 -2.1499 -0.7189 0.033
C 5.1578 0.0180 0.0308 0.421
C 3.3824 -0.6200 2.2279 0.106
H -0.8124 4.9263 -0.9054 0.005
H -1.5721 3.3323 -0.8285 0.005
H -1.2371 4.1349 -2.3988 0.001
H 1.3628 5.0581 -2.3500 0.001
H 3.6915 4.1972 -2.1590 0.006
H 4.0573 2.0221 -1.0218 0.037
H 3.5631 -2.0134 -1.6917 0.000
H 2.0310 -2.3611 -0.8789 0.005
H 3.5558 -3.0139 -0.2458 0.002
H 5.3265 0.1406 -1.0406 0.022
H 5.7968 -0.7763 0.4200 0.001
H 5.3321 0.9390 0.5880 0.014
H 2.7231 -1.3907 2.6260 0.020
H 3.1079 0.3542 2.6335 0.004
H 4.3985 -0.8491 2.5480 -0.002
C -0.1461 -2.1703 3.7821 0.000
C -0.2527 -3.3184 2.7694 0.000
C 0.5085 -2.7722 1.5759 0.010
O 0.2424 -1.3484 1.5594 -0.010
C -0.0508 -0.9154 2.9125 -0.009
H 0.7459 -2.2849 4.3962 0.000
H -1.0000 -2.1325 4.4540 -0.001
H -1.2889 -3.5340 2.5038 0.001
H 0.1959 -4.2354 3.1433 0.000
H 0.2076 -3.1994 0.6214 -0.002
H 1.5845 -2.9325 1.6978 0.000
H -0.9869 -0.3601 2.9024 0.007
H 0.7345 -0.2298 3.2371 0.003

=====

Model 2:
64
Properties=species:S:1:pos:R:3:mulliken_spin:R:1 method="wB97M-V/def2-TZVPD" e_homo_ha="-0.6493 / -0.6935" mol_weight_g_mol=504.1 homo_lumo_gap_ev="9.03 / 6.91" charge=+3 spin_multiplicity=5
Pd 0.3595 -0.1928 0.9247 1.295
C 1.7924 1.3728 3.1612 -0.017
C 1.0493 2.3944 2.3232 0.006
N -0.1671 1.8111 1.7016 0.184
C -1.3717 1.7282 2.5648 0.009
C -1.3291 0.6353 3.6206 -0.010
S -0.7797 -0.9850 2.9753 0.211
C 0.7057 -1.3518 3.9748 -0.002
C 2.0247 -1.1036 3.2472 -0.003
N 1.9805 0.1118 2.3990 0.214
H 1.2514 1.1444 4.0738 0.000
H 2.7575 1.7792 3.4685 0.005
H 1.6863 2.7408 1.5073 0.003
H 0.7949 3.2659 2.9317 0.002
H -0.4184 2.4071 0.9191 -0.013
H -2.2156 1.5530 1.8975 0.001
H -1.5438 2.6864 3.0639 0.001
H -2.3366 0.4871 4.0079 0.001
H -0.7023 0.8898 4.4709 0.005
H 0.6380 -2.4024 4.2535 0.001
H 0.6139 -0.7821 4.8980 0.001
H 2.2569 -1.9434 2.5914 0.003
H 2.8299 -1.0301 3.9837 0.007
H 2.8594 0.1672 1.8953 -0.013
C 3.5341 -0.2798 -0.6827 0.006
C 2.5889 0.5711 -1.4624 0.099
C 3.0975 1.2897 -2.5893 0.248
C 2.2657 2.0770 -3.3599 -0.032
C 0.9209 2.1079 -3.0507 0.257
C 0.4660 1.3251 -1.9431 -0.014
N 1.3185 0.6213 -1.1116 0.186
N -0.8144 1.2583 -1.7115 1.193
Si -2.6134 1.0852 -2.2160 -0.008
C -2.8181 2.5949 -3.2642 0.063
C -3.5000 1.1261 -0.5963 0.028
C -2.6663 -0.5306 -3.1017 0.019
H 4.1960 0.3474 -0.0768 0.007
H 4.1858 -0.8358 -1.3576 0.002
H 3.0007 -0.9900 -0.0526 0.000
H 4.1509 1.2059 -2.8234 -0.004
H 2.6505 2.6384 -4.2013 0.009
H 0.2046 2.6744 -3.6297 0.012
H -2.5733 3.5164 -2.7353 0.000
H -3.8784 2.6456 -3.5346 0.008
H -2.2532 2.5413 -4.1956 0.000
H -3.3395 2.0655 -0.0645 0.001
H -3.2243 0.2814 0.0383 -0.002
H -4.5746 1.0475 -0.7839 -0.002
H -1.9893 -0.5556 -3.9579 0.000
H -3.6790 -0.6828 -3.4869 0.001
H -2.4415 -1.3650 -2.4370 -0.001
C -0.1681 -3.7481 -1.9057 0.000
C -0.6156 -4.2857 -0.5477 -0.001
C -1.1542 -3.0437 0.1194 0.002
O -0.2652 -1.9566 -0.3279 0.033
C 0.4163 -2.3909 -1.5541 -0.006
H -1.0203 -3.6428 -2.5785 0.000
H 0.5655 -4.3852 -2.3948 0.000
H 0.2305 -4.6872 0.0113 0.000
H -1.3708 -5.0646 -0.6269 0.000
H -1.1291 -3.0673 1.2041 0.002
H -2.1671 -2.8044 -0.2110 0.004
H 1.4828 -2.4505 -1.3329 0.007
H 0.2444 -1.6371 -2.3220 -0.003

=====

Most stable pick: model 2. Distance to second place: 175.6 kJ/mol.

=====

Model 1:
14
Properties=species:S:1:pos:R:3:lowdin_charge:R:1 method="wB97M-V/def2-TZVPD" e_homo_ha=-0.0680 mol_weight_g_mol=89.2 homo_lumo_gap_ev=4.44 charge=-1
C -2.6406 -2.6037 -4.8059 -0.736
S -3.2663 -4.3660 -4.5899 -0.167
H -1.5306 -2.5196 -4.4931 0.008
H -2.9794 -2.2953 -5.7229 -0.094
H -3.4171 -1.9375 -4.2707 -0.011
C 1.8645 1.5142 1.5842 -0.112
C 1.4617 1.0444 2.9793 -0.261
C 1.1408 1.8010 3.9883 -0.049
H 2.0315 0.5351 1.0518 0.081
H 1.0966 2.0714 0.9162 0.104
H 2.6160 2.1738 1.4029 0.017
H 1.6648 0.0026 3.2004 0.083
H 1.0188 1.7256 5.1117 0.073
H 0.9394 2.8539 3.6477 0.065

=====

Model 2:
14
Properties=species:S:1:pos:R:3:lowdin_charge:R:1 method="wB97M-V/def2-TZVPD" e_homo_ha=-0.0712 mol_weight_g_mol=89.2 homo_lumo_gap_ev=5.37 charge=-1
C -2.3047 -2.1355 -1.2235 -0.810
S -3.0244 -0.9898 -2.4453 -0.112
H -3.0299 -2.9229 -0.8076 0.000
H -1.3591 -2.4471 -1.7542 -0.032
H -1.8832 -1.6696 -0.3168 -0.040
C 0.9557 1.8383 -0.0656 -0.117
C 1.3766 1.2930 1.2757 -0.204
C 1.7453 -0.0163 1.5096 0.006
H 1.8847 1.7446 -0.6617 0.084
H 0.1363 1.4417 -0.6223 0.072
H 0.6540 2.8102 -0.1633 0.025
H 1.1627 2.0277 2.0236 0.071
H 2.1511 -0.2324 2.4604 0.022
H 1.5348 -0.7419 0.7909 0.035

=====

Model 3:
14
Properties=species:S:1:pos:R:3:lowdin_charge:R:1 method="wB97M-V/def2-TZVPD" e_homo_ha=-0.0965 mol_weight_g_mol=89.2 homo_lumo_gap_ev=6.90 charge=-1
C 0.2168 -0.7708 1.9987 -0.181
C 0.5975 0.5595 1.4117 -0.229
C 1.1147 0.6526 0.1581 -0.295
C 0.7028 1.7094 -0.8127 -0.200
H 0.8915 -1.5646 1.6411 0.066
H 0.1958 -0.7453 3.1111 0.051
H -0.8114 -1.0631 1.6718 0.031
H 0.2702 1.5042 1.9181 0.094
H 1.5836 -0.2420 -0.3008 0.080
H 0.2998 2.6126 -0.3188 0.063
H 1.5690 1.9993 -1.4558 0.056
H -0.0758 1.2563 -1.4970 -0.023
S -1.1062 -0.9433 -1.2056 -0.075
H -2.0138 -1.5692 -2.0145 -0.438

=====

Most stable pick: model 3. Distance to second place: 113.6 kJ/mol.

=====

Model 1:
18
Properties=species:S:1:pos:R:3:lowdin_charge:R:1 method="wB97M-V/def2-TZVPD" e_homo_ha=-0.4687 mol_weight_g_mol=99.2 homo_lumo_gap_ev=7.32 charge=+1
C -0.1343 1.8144 1.8779 -0.143
C 1.3040 0.4059 3.0194 -0.063
N 0.2188 0.4764 2.3698 -0.105
H -0.0319 1.8950 0.7935 0.062
H 0.4395 2.5959 2.3735 0.073
H -1.1961 1.9571 2.0860 0.076
H 1.5880 -0.5459 3.4511 0.072
H 1.9325 1.2831 3.1750 0.079
C -0.3660 -0.7483 -1.1867 -0.111
C 0.8624 -0.7102 -0.7021 0.122
C -1.6416 -1.2692 -3.1681 0.194
N -0.5388 -1.1997 -2.5282 0.034
H -1.3098 -0.4245 -0.7740 0.132
H 1.7286 -1.0872 -1.2329 0.092
H 1.0719 -0.3671 0.3012 0.050
H -1.6770 -1.5234 -4.2177 0.128
H -2.5484 -1.0399 -2.6214 0.127
H 0.2986 -1.5126 -3.0162 0.181

=====

Model 2:
18
Properties=species:S:1:pos:R:3:lowdin_charge:R:1 method="wB97M-V/def2-TZVPD" e_homo_ha=-0.4719 mol_weight_g_mol=99.2 homo_lumo_gap_ev=9.58 charge=+1
C -0.3967 1.0004 -2.3459 0.075
C -1.0776 -1.7325 0.8946 -0.055
C 0.0589 -0.1094 -2.0689 0.093
C 0.2917 -1.1882 0.8217 -0.082
C 0.6044 0.1311 0.6160 -0.376
N 1.8034 0.8088 0.4254 0.153
N -0.4504 1.1354 0.5130 0.192
H -0.8136 1.8227 -2.7324 0.026
H -1.6544 -0.9971 1.5104 0.099
H -1.6246 -1.7264 -0.0133 0.077
H -0.9207 -2.6252 1.3372 0.052
H 0.4492 -1.0387 -1.7721 0.058
H 0.9819 -1.9169 0.7366 0.085
H 1.8680 1.7447 0.7679 0.106
H 2.6124 0.3726 0.1812 0.080
H 0.0937 1.9483 0.6096 0.115
H -1.2365 1.2781 1.1511 0.181
H -0.5893 1.0923 -0.6321 0.123

=====

Most stable pick: model 1. Distance to second place: 167.9 kJ/mol.